ORCA calculation (ωB97M-V/def2-TZVPD) on a 19-piece molecular cluster, C76H209N19O19 overall.

XYZ file:
```
323
Properties=species:S:1:pos:R:3:forces:R:3
O -0.029026 1.453525 3.806291 -1.620 0.150 -0.767
O 0.857934 -0.265105 0.444121 0.542 -0.680 -0.133
O -7.629466 -0.276945 2.631981 0.583 -0.384 -1.586
O 3.960804 4.841625 3.080591 -0.081 -0.403 0.224
O -9.238106 -3.741985 -2.421879 -2.522 -0.476 0.714
O 6.514134 -1.871255 -2.893909 1.372 -0.145 -1.994
O 2.830944 -8.030685 -1.186499 -1.201 2.882 1.411
O 9.222624 0.568125 -3.030499 0.048 2.854 1.870
O -0.689946 -0.933615 -6.818659 1.366 -0.068 0.421
O -0.731316 5.941025 1.566281 0.007 1.469 0.146
O -1.160016 4.733255 -2.586939 -0.678 0.399 -2.050
O -2.664486 -6.412885 -1.097269 1.099 0.525 -0.476
O -2.651166 -6.051175 3.385331 -0.103 0.173 2.464
O -4.340836 -2.917655 -4.612439 0.490 -0.318 -1.293
O -6.642946 -5.618815 4.684551 -0.176 -0.971 0.368
O 4.588564 7.712215 -0.315679 -1.325 -3.834 -0.712
O -5.656396 4.527135 2.713431 1.715 -0.117 -0.049
O 9.202024 -0.243765 1.523501 -1.287 2.311 -0.715
O 5.065554 -2.108865 2.696911 -2.103 0.289 -1.504
N 4.143234 -1.968815 -0.147039 -1.407 0.006 0.397
N -3.145596 -2.305415 -7.099819 -0.900 0.328 1.703
N -6.999516 4.690255 5.228871 -1.594 0.063 -2.064
N 12.088864 0.147435 1.376201 -0.015 -2.169 0.374
N -4.724516 -2.510985 5.424071 -0.185 0.732 -1.009
N -3.813706 -9.198565 -1.248299 1.347 -0.566 0.799
N -2.960086 1.353575 2.841631 0.917 -1.286 -1.169
N 0.266884 8.228205 0.280941 1.051 -0.382 -0.484
N -2.463406 -3.307275 3.715651 -0.499 0.212 -0.922
N 6.413184 6.585835 3.765241 1.063 0.833 0.384
N 7.357284 3.703685 -2.391989 -0.001 0.177 -0.623
N 0.232384 1.821305 -9.138509 1.009 0.058 -0.258
N 5.209344 5.994695 -2.360579 1.057 0.379 -0.220
N 6.488604 -4.403805 1.852941 -0.948 -0.099 -0.230
N -1.553176 -1.169725 1.776191 0.604 -0.193 0.583
N -7.963756 2.381655 1.360071 -0.212 -1.538 -0.038
N -1.789026 8.463135 -2.180299 -0.779 -0.743 0.535
N -11.911546 -5.645675 -2.029169 1.366 0.414 -0.378
N 2.571134 -5.339065 -0.137529 1.817 0.186 -1.270
C -6.787396 -0.984495 3.540341 0.251 0.477 -0.172
C 3.919434 8.853495 -0.656699 -0.101 1.689 1.293
C -0.908946 2.058395 -7.028669 -0.706 -0.156 0.178
C 3.366574 -6.363675 0.575961 -1.977 0.549 0.330
C -1.764156 8.855725 1.353601 -0.193 -0.120 0.382
C -6.702446 1.630635 -0.573509 0.304 -0.481 -0.795
C 7.770524 -0.056355 1.387321 -0.053 -0.622 0.102
C -11.179756 -5.037505 -3.165849 -2.005 0.384 -0.302
C -3.971736 -1.292025 -6.347769 -0.205 -0.573 -1.430
C -1.754066 6.013725 -2.264689 0.439 -0.645 1.050
C -5.166796 -3.939325 -4.206749 -1.204 -1.329 1.810
C -8.791376 -2.610895 -1.721759 0.724 0.690 -1.254
C 0.001134 4.755165 1.545421 -0.543 -0.131 -1.058
C -5.744866 6.406065 5.932701 1.829 1.754 0.532
C -2.877866 -0.526805 -0.213679 0.522 -0.366 0.445
C 11.183314 1.239935 1.658551 1.453 0.186 -0.641
C 6.035884 -2.660425 3.528751 1.961 1.367 1.233
C 7.301094 6.182535 1.519101 -0.669 0.112 0.539
C 1.973854 0.557775 0.137121 -0.606 0.756 0.067
C 7.557344 2.310115 -2.759939 -0.271 -0.848 0.015
C 7.614034 -4.641595 3.937751 0.711 0.353 0.054
C -1.234566 -4.029935 3.559881 0.139 -1.475 1.381
C -1.553756 -5.502275 4.067851 0.863 0.884 0.438
C -12.253326 -5.157405 -4.297519 1.744 1.907 0.305
C -4.693536 4.310435 1.640801 -1.821 0.617 0.173
C 6.661144 1.996035 -3.949399 -0.343 -1.009 0.567
C 9.862434 0.911325 0.916471 1.477 0.485 0.599
C 8.996454 1.985015 -3.067939 -0.480 -0.399 0.400
C 5.737854 -1.239415 -1.924689 0.100 0.062 0.472
C -0.406306 0.144625 -0.088569 0.824 -0.091 1.375
C 2.779654 -7.716695 0.236871 2.288 -1.281 -0.366
C -2.868306 -8.575085 -2.209349 -1.867 0.671 0.603
C -2.480376 -6.186475 2.047171 -0.409 -0.820 -1.405
C -1.183416 7.303785 -2.823539 0.421 0.911 -2.267
C 4.683474 -2.237345 -1.467379 1.332 -1.184 1.158
C 5.350844 4.792245 2.580681 -1.658 -0.202 -1.870
C 7.722214 -2.546455 -2.478459 -1.430 -0.055 0.661
C 4.806504 -0.680565 2.681471 1.267 0.165 0.839
C -5.383986 -3.756105 5.839041 1.029 2.180 -0.295
C -6.159696 5.787565 4.649691 -0.571 -3.027 2.458
C 0.459354 -1.611385 -6.257929 -0.510 -0.354 -0.983
C 9.151604 -0.103125 -4.209059 0.355 -1.643 -0.642
C -0.264606 7.014735 2.373761 -0.671 0.648 0.091
C -3.228956 -7.082615 -2.223229 0.977 0.851 -0.103
C -4.480586 -0.457965 -7.505089 -1.297 1.554 0.229
C -0.185606 -3.316285 4.380181 1.281 -0.850 1.430
C 3.652704 6.536795 -0.517199 1.709 -0.965 0.425
C -3.116476 -9.220655 -3.526129 -0.304 -0.746 -0.834
C -3.714126 1.094475 5.123541 1.064 -1.392 -0.242
C -1.586526 4.288725 -3.921029 -0.251 -0.101 1.229
C -5.017916 5.149135 3.837451 -1.244 1.574 -0.707
C 0.051734 1.184905 -7.873439 -1.110 -0.245 1.658
C 11.954044 2.498665 1.163571 -1.326 -0.534 0.668
C 3.343804 4.511355 -2.298309 -0.727 0.126 0.791
C 1.225504 1.002875 4.281911 -0.234 0.453 -0.793
C -6.282536 -6.689445 5.601041 0.302 1.131 -0.423
C -2.584716 1.576135 4.194351 -0.990 1.805 0.911
C -7.516596 1.157745 0.625051 -0.183 -0.201 -0.542
C -1.195486 0.988285 4.530111 0.413 -0.105 0.993
C 0.320974 7.478725 -2.942359 0.314 -1.104 0.548
C -0.322016 8.378215 1.578901 -0.942 -0.590 0.733
C -0.469416 -0.258295 -8.062669 -1.001 0.239 0.946
C 2.310804 -9.312835 -1.359859 0.979 0.281 -0.783
C 3.261414 -6.042665 2.039991 -0.364 0.057 0.704
C -1.469956 -0.902985 0.347091 -0.511 0.333 -0.164
C 3.659024 -2.579365 -2.505079 -0.541 -0.159 -1.317
C 6.395424 -4.124455 3.271811 -1.774 -0.331 -0.721
C -10.687476 -3.632325 -2.798899 1.656 -0.025 -1.160
C -6.487346 -3.304065 6.819551 -0.716 -1.547 -0.040
C -6.849326 0.096535 1.492171 1.440 1.742 0.626
C -5.702376 -4.535295 4.522081 -1.233 -0.881 0.781
C 6.046994 6.181535 2.432341 -1.345 -0.923 0.691
C -5.019956 -1.920835 -5.431559 0.378 -0.875 0.832
C 3.197694 3.629425 2.826041 0.615 0.178 -0.570
C -2.731446 -4.952405 -1.166399 -0.268 -1.970 0.137
C 3.833634 5.955335 -1.973589 -0.628 0.170 0.517
H -0.740026 3.129215 -6.915099 1.122 -0.027 -0.458
H -7.704386 -2.691665 -1.717029 0.039 -0.013 0.387
H -5.915266 0.567605 1.798331 0.337 0.682 1.055
H -12.327996 -6.209275 -4.573379 -0.483 0.252 -0.039
H 5.371564 -0.224115 3.494161 -0.102 0.040 0.291
H -1.464166 -0.258885 -8.508269 -0.180 0.320 -0.170
H 6.934414 -2.059865 3.387081 0.537 0.075 0.125
H -6.672966 4.134515 6.006441 0.648 0.465 -0.125
H -0.547896 -3.123825 5.390031 -0.577 0.466 -0.134
H 1.830204 -7.950915 0.718321 -0.459 0.431 -0.348
H -3.250796 -1.335605 -0.842069 -0.014 0.283 -0.304
H -0.114186 4.178055 2.462881 0.253 -0.109 0.090
H -7.018076 -7.486895 5.706661 -0.732 0.624 -0.425
H 3.513084 8.910095 -1.666539 -0.036 -0.066 -0.047
H 1.994314 -9.398645 -2.399359 -0.084 -0.166 0.039
H 3.494554 -8.430135 0.646771 0.036 -0.461 0.582
H 1.466974 -9.462185 -0.686249 0.170 -0.658 0.030
H -11.836586 -6.628895 -2.247739 -0.232 -0.428 0.803
H -4.582476 -4.284585 6.355161 -0.530 -0.855 0.509
H -4.708746 1.391815 4.791211 0.203 0.474 -0.050
H 3.751124 4.076795 -3.211189 0.474 0.572 -0.033
H 0.545384 8.545365 -2.936599 0.266 -0.196 0.152
H -2.194906 9.231705 2.281611 -0.262 -0.336 0.072
H -6.316996 -0.677775 0.939761 -1.190 -1.078 -0.447
H 9.210564 2.470265 -4.020189 0.723 -0.267 -0.268
H 11.088834 1.247065 2.744421 -0.926 0.631 0.123
H -11.301346 -3.038965 -2.121259 0.098 -0.629 0.853
H -0.887216 -4.164425 2.535501 0.032 0.330 -0.277
H -11.855426 -4.543645 -5.105639 -0.129 -0.401 -0.666
H -1.060396 1.736245 -5.998429 -0.020 -0.572 -0.130
H 11.649534 -0.579165 1.923131 -0.397 -1.157 -0.572
H -7.247066 2.415325 -1.098639 0.219 0.647 0.601
H -5.262836 3.665905 0.971031 0.756 -0.563 -0.034
H 2.272774 4.351595 -2.422649 -0.271 0.579 0.211
H -6.484076 6.897745 6.565081 -0.550 -0.110 -0.649
H 3.595284 -6.840845 2.702961 0.134 -0.027 -0.030
H 5.758754 -3.815175 1.477531 -0.058 -0.143 -0.913
H 12.747034 2.738765 1.871831 0.107 -0.182 -0.073
H -5.306516 5.666695 6.602991 0.417 -0.035 -0.184
H 1.038704 -2.030195 -7.080759 0.249 0.064 -0.117
H 8.164734 -0.535245 -4.374769 -0.177 0.188 -0.397
H -3.704116 0.149365 -7.970209 0.277 0.035 0.379
H -6.164446 -2.973725 7.806831 0.796 -0.509 0.024
H -3.715616 3.978545 1.989551 -0.166 -0.397 -0.015
H -5.412756 -7.246115 5.252181 0.557 0.422 0.114
H 5.259104 6.871775 2.130851 0.105 0.003 -0.617
H -3.212096 -3.920255 3.426131 -0.300 -0.226 -0.023
H -1.828956 -8.761705 -1.939129 -0.102 0.302 0.545
H -2.340536 8.034415 0.927781 -0.206 -0.277 0.415
H -9.169016 -2.378285 -0.726089 -0.301 -0.634 0.162
H -5.926546 -1.419535 3.032641 -0.100 -0.321 -0.129
H -3.407826 -0.685125 -5.639409 0.616 0.186 -0.327
H -1.609776 6.003715 -1.184329 -0.412 0.369 0.276
H -1.880726 2.092525 -7.521199 -0.320 -0.477 -0.031
H 7.270954 0.554375 2.139351 0.745 0.481 0.432
H -2.529356 -8.868455 -4.374269 -0.101 0.463 0.109
H 3.248884 -9.848755 -1.215369 -0.774 -1.675 0.303
H 12.955234 0.119685 1.894601 0.579 1.166 -0.026
H -3.880236 -2.677055 4.895201 0.267 -0.079 0.109
H -5.870206 -2.365185 -5.948989 0.021 -0.127 -0.179
H -3.786246 -4.776205 -0.955559 0.100 0.997 0.102
H 7.463064 0.374435 0.434441 0.395 -0.033 -0.305
H -6.346786 -0.237055 4.200101 -0.123 -0.270 0.562
H 2.605084 6.680265 -0.252589 -0.113 1.034 -0.355
H -7.160536 -2.478085 6.590061 0.184 -0.091 -1.165
H 5.658474 6.418015 4.415131 -0.090 -0.025 0.053
H -3.601196 -0.416435 0.594221 0.146 -0.087 0.227
H 1.951994 1.072815 3.472341 -0.309 -0.199 -0.522
H -5.591896 -4.678175 -4.886069 0.186 0.511 -1.208
H -5.260556 0.225185 -7.168859 -0.045 0.486 0.094
H 2.592804 -5.747925 -1.060819 -0.419 0.628 -0.702
H -2.894236 -10.286175 -3.467999 -0.094 -0.062 0.208
H -10.318826 -5.586415 -3.547419 0.347 -0.116 0.461
H 2.218554 -5.822245 2.267951 -0.195 -0.178 0.177
H 0.069914 7.273515 0.016601 -0.493 -0.361 -0.473
H -3.205296 -3.106995 -6.488259 0.558 -0.575 -0.029
H 3.171634 8.946225 0.130901 -0.798 0.661 -0.429
H 0.106124 -2.483235 -5.707289 -0.206 0.259 0.248
H -0.486436 4.267735 0.701161 0.192 -0.807 0.157
H 3.928814 5.831585 0.266731 0.614 -0.262 -0.130
H 12.382974 2.224155 0.199851 -0.111 0.479 -0.099
H 1.128334 -1.018395 -5.634289 -0.301 0.367 0.027
H -4.715806 -4.617845 -3.482649 0.964 0.341 0.064
H 6.919404 2.632975 -4.795389 -0.093 -0.057 -0.132
H 2.118204 3.710275 2.953611 0.159 0.937 0.432
H 5.148034 -0.146125 1.795011 0.354 -0.696 -0.457
H 3.087544 -3.493345 -2.343379 -0.320 0.266 1.044
H 9.513494 0.494485 -5.045729 -0.027 -0.148 -0.238
H -0.653906 -6.116815 4.041191 0.265 -0.300 -0.808
H -1.598316 9.308475 -2.699069 0.059 -0.065 -0.057
H 1.028424 1.342235 -9.534609 0.025 0.209 -0.824
H -1.494096 7.361305 -3.866749 -0.520 -0.044 -0.218
H 7.237674 -1.001685 1.489861 0.499 -0.373 -0.214
H -3.522376 1.386495 6.156041 -0.168 0.009 -0.018
H 4.628194 9.653755 -0.443769 -0.072 0.349 -0.513
H -2.227876 -1.902695 -6.974539 0.562 -0.509 -0.250
H 4.155244 -2.938465 -3.406689 0.534 0.628 -0.237
H -2.270316 -5.213295 1.603451 -0.015 -0.303 -0.548
H -4.482616 -1.883695 6.177791 -0.173 -0.261 0.307
H 3.287294 3.299935 1.790901 0.340 0.220 -0.418
H -5.012876 7.173675 5.681581 0.440 0.183 0.506
H 5.767744 -2.540445 4.578421 -0.237 -0.033 0.281
H 9.407164 1.900655 0.871131 -1.488 -0.242 0.767
H -1.368596 8.556005 -1.266669 0.119 0.315 0.154
H -1.617866 5.141445 -4.599249 0.496 -0.316 -0.316
H 3.778084 -0.324775 2.743601 -0.381 -1.125 0.395
H 3.283254 6.720755 -2.520679 -0.067 -0.283 -0.815
H -7.251196 3.095375 1.414451 0.341 -0.051 -0.331
H 8.360244 -1.878655 -1.899609 0.148 0.046 -0.062
H -4.186476 -9.138025 -3.716829 -0.038 0.020 -0.505
H -2.811146 6.054675 -2.527359 -0.200 -0.357 0.274
H -0.615406 -1.385845 2.082741 0.246 -0.143 0.175
H 8.092964 5.774255 2.147081 0.317 -0.228 -0.357
H 3.577294 -2.776825 0.069621 -1.129 -0.155 -0.352
H 0.744284 7.017305 -3.834539 -0.101 -0.005 -0.136
H 7.818234 -5.698215 3.764661 -0.664 -0.114 0.052
H -0.975726 1.152115 5.585091 -0.292 0.373 0.323
H -2.423486 -4.542595 -2.128329 -0.138 -0.206 -0.240
H -0.631776 1.086105 0.412311 -0.417 0.435 0.026
H -3.712036 0.008435 5.030651 -0.214 -0.285 0.373
H 7.606934 7.186275 1.224051 -0.214 0.155 0.361
H 1.032754 4.911035 1.229891 0.323 0.036 0.408
H -1.903116 -0.470315 2.415301 -0.338 0.585 -0.575
H 8.408344 -4.166655 3.361901 0.687 0.404 0.815
H -4.382946 4.456545 4.389921 -0.161 -0.155 0.249
H 3.613694 3.831215 -1.490429 0.285 -0.027 0.181
H 7.098564 4.089495 -3.288819 -0.579 0.775 -0.004
H 2.201034 0.640185 -0.925749 -0.161 -0.369 -0.309
H 5.287214 -0.319645 -2.297579 -0.181 -0.033 -0.663
H -6.019486 -3.600505 -3.618339 -0.418 0.563 -0.087
H 1.762404 1.577145 0.460011 -0.132 0.402 0.180
H 4.427864 -6.331025 0.329571 -0.130 0.209 -0.644
H 7.367684 1.621625 -1.936469 -0.651 0.134 0.305
H -2.898656 -6.642915 -3.164319 0.380 0.365 -0.144
H 8.238234 4.176555 -2.249099 0.447 -0.060 0.574
H 5.640614 6.794515 -1.919689 0.068 0.398 -0.140
H -4.783616 -9.001395 -1.449529 -0.019 0.127 -0.557
H 4.720194 -2.082415 0.674121 1.348 0.505 -0.480
H -1.795386 -5.586175 5.127411 -0.373 0.731 0.109
H -11.351306 -5.413595 -1.221479 -0.013 -0.641 0.581
H 0.328504 -2.427715 4.013791 -0.641 0.178 -0.502
H -0.289186 0.374005 -1.147709 -0.416 -0.445 -0.326
H -3.846496 1.694655 2.498041 0.149 0.273 0.345
H -0.911746 7.037675 3.250571 -0.158 0.322 0.181
H 0.741714 6.890185 2.773661 0.341 -0.393 -0.391
H -10.689106 -2.978125 -3.670739 0.071 -0.112 -0.513
H 1.628234 1.751405 4.964261 -0.158 -0.567 0.981
H 0.257664 9.071945 2.187841 -0.100 0.295 -0.113
H 7.187664 5.984645 4.007811 0.150 0.036 0.648
H -4.797316 -4.923625 4.054991 0.381 -0.098 0.419
H -5.663196 1.871405 -0.349719 -0.064 0.566 0.262
H -2.872576 0.436785 -0.723159 0.081 -0.150 -0.357
H 3.455044 2.737125 3.396721 0.691 0.253 0.551
H 6.421924 -0.849085 -1.171179 -0.182 -0.380 0.821
H 7.211434 5.644855 0.575201 -0.234 -0.367 0.230
H -2.024906 -4.589605 -0.419879 -0.428 0.100 0.119
H 5.186484 4.461865 1.555051 0.521 -0.725 -0.234
H 5.600234 2.060725 -3.707729 -0.054 0.609 0.066
H -6.755196 6.483715 4.059041 -0.050 -0.362 -0.227
H -9.005766 -1.749905 -2.354869 -0.045 0.527 0.061
H 7.582174 -4.447335 5.009821 0.551 0.172 -0.066
H 0.758454 6.932245 -2.106849 0.583 0.402 0.215
H 1.271114 8.173685 0.373921 0.369 0.437 -0.031
H 5.725424 5.220705 -1.967279 -0.071 -0.546 -0.002
H -8.082546 2.091895 2.320291 -0.418 0.027 0.307
H -1.298036 -0.096305 4.494741 0.175 -0.404 -0.545
H -6.158416 -6.214835 6.574411 0.426 -0.456 0.211
H 11.284124 3.358485 1.168251 0.112 0.196 -0.500
H 1.595294 -5.207115 0.086991 0.001 -0.534 0.705
H -1.045136 3.394495 -4.229829 0.969 0.668 -0.099
H -7.101396 -4.196725 6.938741 -0.428 0.139 0.477
H 2.991534 -1.770885 -2.803259 -0.111 0.121 0.195
H -2.170706 1.631285 2.276071 -0.343 0.210 -0.630
H 10.039734 0.737795 -0.144919 0.385 -0.595 -0.059
H -3.643256 -8.719825 -0.375459 -0.049 -0.151 0.451
H 3.796784 -5.123655 2.278531 0.172 -0.118 -0.109
H -4.932566 -0.948615 -8.367119 0.097 -0.879 0.448
H -7.283396 4.069135 4.484751 -0.209 -0.263 0.081
H -0.585096 1.633995 -9.701299 -0.045 0.042 -0.350
H 7.359894 -4.130855 1.421141 0.248 0.219 0.212
H -1.154366 -1.908145 0.067521 0.070 0.218 -1.216
H 5.226474 -3.180825 -1.411729 0.562 -0.275 0.067
H 6.746704 0.939605 -4.203839 0.318 0.079 -0.306
H 0.974534 1.037265 -7.312419 0.436 0.547 -0.254
H -2.667616 2.647445 4.377461 1.106 0.618 0.206
H 9.806944 -0.944325 -3.983219 0.209 -0.310 -0.915
H 0.129984 -0.853025 -8.751969 0.550 0.005 0.128
H 1.175314 -0.051025 4.555571 0.179 0.138 0.686
H -13.150856 -4.632495 -3.970409 -0.265 -0.676 0.002
H 0.657864 -3.947525 4.659841 0.287 -0.569 -0.530
H -7.342006 -1.775865 4.044561 0.006 0.321 0.124
H 5.882084 4.056945 3.185021 0.413 0.094 -0.091
H -4.567916 5.222995 1.058091 0.229 0.363 0.220
H -6.180566 -3.958575 3.730351 -0.056 0.571 0.427
H -1.934976 9.635675 0.611581 0.792 0.266 0.043
H -2.580946 3.842445 -3.929809 -0.641 0.486 0.584
H 7.422674 -3.403535 -1.875319 0.105 -0.055 0.484
H 2.896844 0.253365 0.630591 -0.436 -0.573 0.055
H -6.598446 0.959305 -1.425909 -0.144 -0.942 0.371
H -2.450306 -2.600435 2.994331 -0.155 0.737 -0.180
H 9.547154 2.439345 -2.244279 0.608 -0.134 -0.171
H -1.736636 -6.952475 1.827641 0.590 0.216 -0.294
H 8.255124 -3.012025 -3.307539 -0.233 0.651 -0.375
H -4.413306 5.983785 3.482621 0.483 0.046 -0.234
H -8.309146 0.556185 0.179981 -1.093 0.778 0.108
H -5.367216 -1.289555 -4.613639 -0.450 0.949 -0.731
H -3.410976 -6.627245 1.689661 -0.091 0.412 -0.411
H 5.522394 -4.650275 3.658371 -0.188 -0.488 -0.142
H -4.297146 -6.874575 -2.161659 -0.456 -0.615 -0.293
```
Forces are in eV/Å.

Properties
HOMO (eV): -8.48
Energy relative to the best compared isomer or geometry (same formula, charge and spin) (eV): 10.335
Gap between HOMO and LUMO (eV): 8.70

Atom charges from the Mulliken analysis, given in e for atoms 1 to 8:
1 O 0.1641
2 O 0.2450
3 O -0.4936
4 O -0.4155
5 O -0.3190
6 O -0.4096
7 O -0.3462
8 O -0.1119